No. 1
{
  "formula": "C17H25Cl5N7O3PdS",
  "method": "ωB97M-V with the def2-TZVPD basis set",
  "species": ["Pd", "Cl", "C", "C", "Cl", "C", "Cl", "C", "O", "C", "Cl", "C", "Cl", "C", "N", "C", "C", "N", "N", "C", "N", "N", "H", "H", "H", "H", "H", "H", "H", "H", "H", "H", "H", "N", "C", "N", "C", "C", "O", "C", "C", "H", "H", "H", "H", "H", "H", "H", "H", "C", "S", "C", "O", "H", "H", "H", "H", "H", "H"],
  "positions_angstrom": [[0.920, 0.873, 0.041], [3.166, -6.501, -1.145], [2.470, -5.073, -0.740], [3.176, -3.845, -1.070], [4.671, -3.931, -1.853], [2.611, -2.660, -0.730], [3.342, -1.186, -1.047], [1.283, -2.611, -0.033], [0.765, -1.569, 0.282], [0.607, -3.917, 0.273], [-0.872, -3.824, 1.047], [1.187, -5.095, -0.072], [0.447, -6.580, 0.262], [-1.571, 2.595, -4.456], [-1.167, 1.486, -3.583], [-1.767, 0.177, -3.835], [-0.392, 1.675, -2.510], [-0.116, 0.748, -1.630], [0.111, 2.958, -2.364], [1.067, 3.405, -1.481], [1.418, 4.691, -1.626], [1.585, 2.627, -0.586], [-2.211, 2.197, -5.235], [-0.710, 3.051, -4.947], [-2.150, 3.344, -3.912], [-1.984, 0.096, -4.896], [-2.692, 0.042, -3.271], [-1.065, -0.623, -3.601], [-0.548, -0.141, -1.828], [-0.239, 3.640, -3.016], [1.118, 5.245, -2.410], [2.138, 5.088, -1.046], [2.257, 3.054, 0.038], [-1.188, 0.750, 1.539], [-1.909, 0.839, 2.448], [-2.720, 0.968, 3.459], [-3.138, 2.293, 3.958], [-4.659, 2.340, 4.009], [-5.156, 1.251, 4.755], [-4.858, 0.019, 4.144], [-3.349, -0.197, 4.108], [-2.739, 3.064, 3.301], [-2.729, 2.428, 4.962], [-5.068, 2.323, 2.990], [-4.983, 3.251, 4.506], [-5.263, -0.012, 3.124], [-5.328, -0.763, 4.736], [-3.093, -1.098, 3.553], [-2.966, -0.275, 5.127], [3.071, 1.367, 4.059], [1.575, 1.118, 3.131], [1.304, -0.609, 3.483], [2.116, 1.173, 1.674], [2.846, 1.209, 5.114], [3.384, 2.398, 3.908], [3.835, 0.675, 3.709], [0.998, -0.692, 4.526], [2.223, -1.169, 3.309], [0.491, -0.940, 2.840]],
  "forces_ev_per_angstrom": [[-0.31, 0.49, 0.14], [-0.01, -0.01, 0.00], [0.01, 0.05, 0.00], [-0.12, -0.06, 0.07], [0.04, 0.01, -0.02], [0.11, 0.05, -0.04], [0.02, -0.04, 0.00], [0.05, 0.12, 0.03], [-0.02, -0.14, -0.04], [-0.06, -0.06, 0.03], [0.03, 0.00, -0.02], [0.02, -0.03, -0.01], [-0.01, 0.00, 0.00], [0.02, -0.01, -0.01], [0.01, -0.09, 0.00], [0.01, 0.04, 0.00], [-0.03, 0.15, 0.05], [0.08, -0.07, -0.15], [-0.03, -0.05, 0.01], [0.07, -0.01, -0.01], [0.00, -0.03, -0.03], [-0.05, 0.00, 0.07], [0.00, 0.01, 0.00], [0.00, 0.00, -0.01], [0.01, 0.00, 0.00], [-0.03, 0.01, 0.01], [0.02, -0.02, 0.03], [0.01, -0.01, -0.03], [-0.10, 0.03, 0.06], [0.02, 0.01, 0.00], [0.01, 0.01, 0.00], [-0.01, 0.01, 0.01], [0.05, -0.01, -0.04], [0.27, -0.33, 0.00], [-0.10, 0.14, -0.05], [0.06, -0.03, -0.08], [-0.08, 0.01, 0.04], [0.13, 0.03, -0.04], [-0.06, 0.02, 0.05], [0.14, -0.06, -0.03], [-0.11, 0.02, 0.04], [0.01, 0.00, -0.01], [0.01, 0.00, 0.00], [-0.02, 0.00, 0.01], [-0.03, -0.01, 0.00], [-0.02, 0.00, 0.01], [-0.03, 0.02, 0.00], [0.01, 0.01, -0.01], [0.01, -0.01, -0.01], [0.01, 0.04, 0.03], [0.00, 0.20, -0.14], [0.05, -0.03, 0.02], [-0.01, -0.37, 0.12], [0.00, 0.00, 0.00], [0.00, 0.00, 0.00], [0.00, 0.00, 0.00], [0.02, 0.01, 0.00], [-0.01, 0.00, -0.02], [-0.01, 0.00, 0.00]],
  "multiplicity": 1,
  "homo_lumo_gap_ev": 3.5,
  "total_charge": 3,
  "lumo_ha": -0.4457,
  "homo_energy_ev": -15.62,
  "de_lowest_kcal_mol": 23.3,
  "largest_force_ev_per_a": 0.6
}

=====

No. 2
{
  "formula": "C23H60BN4O6",
  "method": "ωB97M-V with the def2-TZVPD basis set",
  "species": ["C", "C", "C", "O", "C", "N", "B", "N", "O", "C", "N", "N", "C", "C", "H", "H", "H", "H", "H", "H", "H", "H", "H", "H", "H", "H", "H", "H", "H", "H", "H", "H", "H", "H", "C", "C", "O", "C", "C", "H", "H", "H", "H", "H", "H", "H", "H", "H", "H", "C", "C", "O", "C", "C", "H", "H", "H", "H", "H", "H", "H", "H", "H", "H", "C", "C", "O", "C", "C", "H", "H", "H", "H", "H", "H", "H", "H", "H", "H", "C", "C", "O", "C", "C", "H", "H", "H", "H", "H", "H", "H", "H", "H", "H"],
  "positions_angstrom": [[2.957, -1.787, -2.084], [1.706, -2.343, -1.403], [0.656, -2.576, -2.477], [-0.127, -1.357, -2.583], [-0.503, -1.052, -3.894], [-1.655, -0.105, -3.826], [-1.417, 0.857, -2.705], [-0.233, 1.719, -2.782], [-2.243, 0.951, -1.626], [-2.803, -0.873, -3.700], [-3.518, -1.032, -4.800], [-3.191, -1.474, -2.534], [-4.659, -1.481, -2.245], [-4.895, -0.810, -0.879], [3.340, -2.522, -2.783], [3.707, -1.476, -1.373], [2.633, -0.940, -2.687], [1.897, -3.246, -0.837], [1.305, -1.558, -0.769], [1.128, -2.740, -3.441], [-0.029, -3.381, -2.217], [0.306, -0.645, -4.497], [-0.873, -1.959, -4.383], [0.616, 1.217, -2.539], [-0.122, 2.097, -3.718], [-1.677, 0.833, -0.842], [-3.925, -1.944, -4.959], [-3.633, -0.287, -5.472], [-2.832, -2.427, -2.500], [-5.236, -0.932, -2.973], [-4.977, -2.511, -2.146], [-3.977, -0.852, -0.305], [-5.644, -1.359, -0.323], [-5.168, 0.228, -0.994], [-4.245, 2.760, 3.543], [-3.787, 4.078, 2.941], [-2.633, 3.968, 2.127], [-2.732, 3.119, 1.005], [-3.802, 3.511, 0.001], [-3.436, 2.303, 4.115], [-5.092, 2.926, 4.209], [-4.558, 2.047, 2.778], [-3.518, 4.764, 3.743], [-4.604, 4.553, 2.386], [-2.871, 2.080, 1.337], [-1.753, 3.164, 0.522], [-4.805, 3.456, 0.426], [-3.762, 2.841, -0.857], [-3.645, 4.533, -0.345], [0.210, 3.028, 4.417], [0.599, 1.572, 4.599], [1.298, 1.291, 5.795], [0.619, 1.581, 7.004], [-0.685, 0.820, 7.176], [1.090, 3.670, 4.471], [-0.267, 3.165, 3.445], [-0.494, 3.363, 5.180], [1.272, 1.279, 3.792], [-0.285, 0.927, 4.516], [0.453, 2.660, 7.098], [1.310, 1.300, 7.800], [-1.419, 1.090, 6.415], [-1.118, 1.038, 8.152], [-0.510, -0.255, 7.104], [3.825, -4.640, 4.553], [3.468, -3.365, 3.807], [2.168, -2.879, 4.083], [1.905, -2.546, 5.438], [2.811, -1.463, 5.996], [3.094, -5.421, 4.343], [4.810, -4.992, 4.244], [3.852, -4.487, 5.632], [3.489, -3.560, 2.734], [4.216, -2.587, 3.996], [1.944, -3.446, 6.062], [0.871, -2.198, 5.457], [3.856, -1.777, 6.024], [2.509, -1.211, 7.013], [2.746, -0.566, 5.385], [3.368, 1.857, -5.821], [3.767, 0.410, -5.587], [2.821, -0.540, -6.053], [2.540, -0.507, -7.445], [3.752, -0.756, -8.324], [2.394, 2.063, -5.372], [4.105, 2.525, -5.375], [3.302, 2.097, -6.883], [3.852, 0.236, -4.513], [4.754, 0.210, -6.015], [2.057, 0.440, -7.712], [1.804, -1.294, -7.613], [4.507, 0.022, -8.211], [3.454, -0.783, -9.372], [4.217, -1.710, -8.070]],
  "forces_ev_per_angstrom": [[-0.61, -0.22, -0.01], [0.13, 0.47, -0.76], [-0.25, 0.48, 0.48], [0.13, 0.06, -0.08], [-0.38, -0.23, -0.48], [-0.66, -0.11, 1.14], [1.26, 0.84, 0.25], [-0.39, -0.57, -0.31], [0.09, -0.89, -0.04], [0.19, 0.14, -0.54], [-0.05, 0.01, 0.29], [-0.79, -0.50, -1.28], [0.15, 0.04, 1.41], [0.43, -0.37, -0.20], [0.39, -0.11, 0.01], [0.30, 0.06, 0.05], [0.21, 0.30, -0.02], [0.04, -0.11, 0.18], [-0.11, -0.21, 0.52], [0.07, -0.36, -0.19], [-0.06, -0.19, -0.15], [0.12, 0.26, 0.06], [0.09, -0.07, -0.28], [0.12, 0.26, 0.08], [0.30, -0.04, 0.01], [-0.45, 0.67, 0.01], [-0.87, 0.41, 0.11], [0.61, -0.28, -0.39], [0.67, 0.29, 0.76], [0.03, -0.24, -0.53], [-0.22, -0.18, -0.45], [0.12, 0.03, 0.15], [-0.33, 0.10, 0.06], [-0.13, 0.25, 0.08], [0.08, -0.06, -0.09], [-0.20, -0.03, 0.08], [0.21, 0.14, 0.01], [0.02, -0.16, -0.01], [-0.14, 0.11, 0.08], [-0.01, 0.01, 0.02], [0.01, 0.02, 0.01], [-0.06, 0.01, 0.01], [0.11, 0.03, -0.06], [-0.01, -0.05, -0.03], [-0.09, -0.03, -0.06], [0.03, 0.07, 0.04], [0.00, -0.05, 0.02], [0.03, 0.01, -0.01], [0.03, 0.00, -0.01], [0.02, 0.00, 0.10], [-0.15, 0.02, -0.13], [0.13, 0.03, 0.00], [-0.11, 0.07, 0.04], [0.01, -0.04, -0.10], [0.01, -0.01, -0.02], [-0.02, 0.04, 0.01], [-0.05, -0.01, -0.03], [0.07, -0.06, 0.07], [-0.04, 0.03, 0.01], [-0.05, 0.00, -0.01], [0.07, -0.01, -0.06], [-0.03, 0.05, 0.04], [0.01, -0.01, 0.01], [0.01, 0.00, 0.03], [-0.09, 0.01, 0.06], [0.16, -0.03, 0.03], [-0.16, 0.02, -0.15], [0.05, 0.00, 0.17], [0.19, -0.13, -0.18], [0.01, -0.01, -0.01], [0.00, 0.01, -0.02], [0.06, 0.01, 0.00], [-0.10, 0.04, -0.01], [0.01, -0.02, 0.05], [0.03, 0.00, 0.00], [-0.01, -0.01, -0.10], [-0.03, -0.08, 0.10], [-0.02, 0.03, -0.01], [-0.03, 0.06, 0.06], [-0.12, -0.08, -0.13], [0.13, 0.15, 0.06], [-0.23, -0.10, 0.21], [0.03, 0.06, -0.13], [0.07, 0.00, 0.09], [0.01, 0.02, 0.02], [0.00, -0.01, 0.02], [0.05, 0.03, 0.01], [-0.03, -0.12, -0.02], [-0.02, 0.01, -0.04], [0.05, 0.02, -0.01], [0.00, -0.02, 0.09], [-0.03, 0.04, -0.06], [-0.01, -0.01, 0.00], [-0.02, -0.02, -0.02]],
  "multiplicity": 1,
  "homo_lumo_gap_ev": 6.7,
  "total_charge": 1,
  "lumo_ha": -0.1538,
  "homo_energy_ev": -10.93,
  "largest_force_ev_per_a": 1.6
}

=====

No. 3
{
  "formula": "C4H4N2O",
  "method": "ωB97M-V with the def2-TZVPD basis set",
  "species": ["C", "C", "N", "O", "C", "H", "H", "H", "C", "N", "H"],
  "positions_angstrom": [[0.625, 0.800, 0.094], [-0.530, 1.645, -0.037], [-1.363, 1.062, -0.872], [-0.772, -0.054, -1.358], [0.389, -0.262, -0.689], [1.621, 1.052, 0.620], [-0.696, 2.706, 0.313], [1.199, -0.767, -1.222], [-0.643, -1.962, 0.456], [0.281, -2.519, 0.862], [-1.553, -1.650, 0.075]],
  "forces_ev_per_angstrom": [[1.91, 1.83, 1.78], [0.25, -0.11, -0.41], [-0.64, 1.56, 0.27], [0.31, -0.76, 0.30], [1.66, 1.99, -2.34], [-2.06, -0.63, -0.86], [-0.05, -1.75, -0.21], [-0.85, -0.80, 0.51], [1.41, -2.25, 1.41], [-0.69, 0.27, -0.06], [-1.26, 0.65, -0.39]],
  "multiplicity": 1,
  "homo_lumo_gap_ev": 10.6,
  "total_charge": 0,
  "lumo_ha": 0.0273,
  "smiles": "c1cnoc1.C#N",
  "homo_energy_ev": -9.85,
  "de_lowest_kcal_mol": 85.0,
  "largest_force_ev_per_a": 3.5
}

=====

No. 4
{
  "formula": "C5H14N2",
  "method": "ωB97M-V with the def2-TZVPD basis set",
  "species": ["C", "C", "N", "C", "C", "C", "N", "H", "H", "H", "H", "H", "H", "H", "H", "H", "H", "H", "H", "H", "H"],
  "positions_angstrom": [[0.390, -1.275, -1.001], [0.031, -0.420, 0.197], [0.451, -0.979, 1.399], [1.792, 0.677, 2.537], [0.404, -0.107, 2.518], [-1.903, 0.856, -3.194], [-1.054, 0.842, -2.014], [-0.456, -1.382, -1.686], [0.630, -2.228, -0.592], [1.168, -0.788, -1.564], [0.492, 0.560, 0.037], [-1.048, -0.289, 0.215], [1.964, 1.296, 1.597], [2.480, -0.139, 2.510], [-0.395, 0.698, 2.632], [1.968, 1.404, 3.335], [0.310, -0.710, 3.421], [-2.610, 0.557, -2.400], [-1.973, 1.870, -3.609], [-0.716, 1.773, -1.740], [-1.605, 0.260, -4.070]],
  "forces_ev_per_angstrom": [[-0.95, -0.04, -0.19], [1.84, -0.94, 0.00], [-0.76, 0.66, -0.43], [-0.54, 0.43, -1.46], [0.04, 1.87, 0.89], [1.42, 1.83, 1.08], [2.08, -0.28, 0.30], [0.23, -0.02, 0.23], [0.64, -0.91, -0.06], [0.50, -0.33, -0.13], [-0.45, 0.84, 0.12], [-1.28, 0.84, -0.13], [-0.53, -0.98, 0.89], [1.10, -0.08, 0.28], [0.40, -0.96, -0.92], [-0.34, -0.61, 0.33], [0.33, -0.01, 0.09], [-2.00, -0.39, -1.77], [-0.80, -0.09, 0.22], [-0.55, 0.04, -0.17], [-0.35, -0.87, 0.83]],
  "multiplicity": 1,
  "homo_lumo_gap_ev": 3.9,
  "total_charge": 0,
  "lumo_ha": -0.0968,
  "homo_energy_ev": -6.58,
  "de_lowest_kcal_mol": 195.8,
  "largest_force_ev_per_a": 2.7
}

=====

No. 5
{
  "formula": "C9H9N4O2",
  "method": "ωB97M-V with the def2-TZVPD basis set",
  "species": ["C", "C", "N", "C", "C", "C", "N", "C", "C", "N", "N", "C", "O", "C", "O", "H", "H", "H", "H", "H", "H", "H", "H", "H"],
  "positions_angstrom": [[-2.000, 0.579, -0.913], [-0.709, -0.015, -0.441], [0.169, -0.619, -1.249], [0.219, -0.602, -2.679], [1.212, -1.161, -0.560], [2.249, -1.816, -1.197], [3.124, -2.229, -1.776], [0.899, -0.955, 0.756], [1.665, -1.190, 1.941], [2.343, -1.426, 2.820], [-0.296, -0.250, 0.814], [-0.854, 0.222, 2.018], [-0.956, 1.699, 2.104], [0.189, 2.404, 1.914], [1.230, 1.891, 1.560], [-2.084, 1.686, -0.646], [-2.085, 0.273, -2.012], [-2.788, 0.187, -0.232], [1.026, 0.080, -2.950], [0.408, -1.744, -3.080], [-0.870, -0.363, -3.189], [-1.882, -0.050, 2.033], [-0.217, -0.039, 2.902], [0.009, 3.438, 2.063]],
  "forces_ev_per_angstrom": [[0.03, 0.49, 0.61], [-0.46, -0.58, -0.40], [-0.66, 0.69, -0.30], [-2.49, -2.47, -3.31], [-1.63, 0.27, 2.30], [-0.63, 0.63, 0.84], [2.08, -1.22, -1.39], [0.70, 0.34, 0.56], [-0.90, 0.02, -1.91], [0.86, -0.27, 1.40], [1.48, -0.52, -1.26], [0.29, 2.73, 1.85], [0.14, -0.87, -0.51], [1.16, -2.19, -0.82], [-1.14, 0.68, 0.57], [0.48, -1.23, -1.05], [-0.57, 0.97, 1.89], [0.19, -0.27, -0.91], [-0.34, -0.16, -0.58], [-0.13, 3.02, 1.06], [3.16, -0.23, 1.41], [-0.67, -0.52, 0.63], [-0.81, -0.48, -0.95], [-0.15, 1.17, 0.26]],
  "multiplicity": 1,
  "homo_lumo_gap_ev": 9.9,
  "total_charge": 1,
  "lumo_ha": -0.1626,
  "smiles": "Cc1n(C)c(C#N)c(C#N)[n+]1COC=O",
  "homo_energy_ev": -14.34,
  "de_lowest_kcal_mol": 71.6,
  "largest_force_ev_per_a": 4.8
}

=====

No. 6
{
  "formula": "C3H13NO4",
  "method": "ωB97M-V with the def2-TZVPD basis set",
  "species": ["C", "C", "N", "C", "H", "H", "H", "H", "H", "O", "H", "H", "O", "H", "H", "O", "H", "H", "O", "H", "H"],
  "positions_angstrom": [[-3.021, -0.195, 1.046], [-1.833, -0.342, 0.487], [-1.477, 0.019, -0.876], [-2.266, -0.454, -1.752], [-3.875, 0.315, 0.622], [-3.175, -0.400, 2.099], [-0.900, -0.656, 0.946], [-1.892, -0.221, -2.759], [-3.168, -1.048, -1.590], [6.261, -2.408, 0.928], [5.583, -1.767, 0.707], [7.149, -2.100, 0.784], [1.948, 0.153, -1.182], [1.417, 0.755, -0.630], [1.655, 0.535, -2.027], [-6.557, 3.175, 2.173], [-6.413, 2.215, 2.314], [-5.754, 3.520, 1.745], [5.816, -0.314, -0.782], [5.447, -1.030, -1.296], [5.054, 0.247, -0.957]],
  "forces_ev_per_angstrom": [[-0.13, 0.41, 0.98], [1.01, 0.72, -1.38], [-1.50, -0.85, 1.32], [1.44, 0.83, -1.03], [0.15, -0.17, -0.65], [0.27, -0.28, -0.02], [-0.51, -0.31, 0.66], [-0.89, -0.29, -0.05], [0.19, -0.01, 0.16], [-0.65, -1.54, 0.66], [0.75, 0.54, -0.13], [0.02, 0.79, -0.29], [-0.68, 1.20, -0.26], [0.34, -0.62, 0.38], [0.41, -0.62, -0.13], [0.41, -0.63, -0.06], [0.01, 0.99, -0.20], [-0.41, -0.36, 0.27], [-0.89, 0.34, -0.43], [0.61, -1.22, -0.30], [0.05, 1.09, 0.51]],
  "multiplicity": 1,
  "homo_lumo_gap_ev": 10.5,
  "total_charge": 0,
  "lumo_ha": 0.0180,
  "smiles": "C=CN=C.O.O.O.O",
  "homo_energy_ev": -10.01,
  "de_lowest_kcal_mol": 77.6,
  "largest_force_ev_per_a": 2.2
}

=====

What is the formula in the third record?
C4H4N2O